# 1
The following is a DFT calculation (ωB97M-V with the def2-TZVPD basis set) of a molecular structure, C15H28N2O7P3S2Zr.

Charge   +1

Atoms and positions in Å:
Zr  -0.465  0.188  -1.446
S  1.646  0.157  -2.738
C  2.096  1.818  -3.036
C  3.364  1.996  -3.663
N  4.390  2.099  -4.167
C  1.313  2.868  -2.674
S  -0.244  2.661  -1.921
C  1.722  4.211  -2.921
N  2.041  5.300  -3.093
C  -3.847  -3.344  -1.320
C  -3.301  -2.190  -2.157
O  -4.034  -2.011  -3.359
P  -3.542  -0.609  -1.299
O  -3.186  -0.772  0.223
O  -5.057  -0.243  -1.304
O  -2.588  0.434  -1.818
P  -1.509  -2.467  -2.487
O  -1.119  -1.230  -3.484
O  -1.241  -3.811  -2.974
O  -0.822  -1.851  -1.219
H  -4.891  -3.165  -1.055
H  -3.258  -3.510  -0.419
H  -3.789  -4.255  -1.916
H  -4.033  -2.835  -3.864
H  -3.850  -1.092  0.851
H  -5.495  -0.108  -2.161
H  -0.659  -1.460  -4.303
C  -0.148  0.032  3.656
C  -0.456  0.281  2.179
C  -1.340  1.518  1.988
P  0.924  0.359  0.959
C  1.835  1.950  1.125
C  2.094  2.435  2.554
C  3.138  1.925  0.328
C  2.067  -1.057  1.224
C  3.012  -0.922  2.419
C  1.303  -2.379  1.294
H  -1.085  0.032  4.215
H  0.490  0.799  4.090
H  0.325  -0.935  3.821
H  -1.024  -0.594  1.820
H  -0.844  2.429  2.328
H  -2.267  1.415  2.552
H  -1.625  1.698  0.937
H  1.158  2.669  0.645
H  2.622  1.698  3.159
H  1.182  2.715  3.074
H  2.721  3.325  2.505
H  3.930  1.429  0.887
H  3.460  2.949  0.145
H  3.046  1.424  -0.633
H  2.683  -1.057  0.312
H  2.476  -0.849  3.366
H  3.680  -0.067  2.337
H  3.634  -1.816  2.466
H  0.677  -2.426  2.188
H  2.020  -3.196  1.363
H  0.672  -2.560  0.426

***

# 2
The following is a DFT calculation (ωB97M-V with the def2-TZVPD basis set) of a molecular structure, C15H28NO18S2.

Charge   -1

Atoms and positions in Å:
N  1.512  0.310  -0.107
O  1.204  0.670  1.089
O  1.512  -0.884  -0.292
O  1.746  1.187  -1.007
O  -2.578  -3.073  -2.454
S  -2.517  -2.492  -3.805
O  -3.194  -1.286  -4.132
O  -0.904  -2.189  -4.128
C  -0.157  -1.484  -3.217
C  1.275  -1.339  -3.757
C  -2.958  -3.753  -4.991
H  -0.387  -1.968  -2.286
H  -0.846  -0.342  -2.937
H  1.940  -0.984  -3.132
H  1.335  -0.896  -4.703
H  1.752  -2.185  -3.959
H  -2.826  -3.308  -5.790
H  -4.056  -3.974  -4.789
H  -2.464  -4.636  -4.781
O  -2.379  0.416  -0.066
S  -3.305  1.241  -0.808
O  -3.650  2.504  -0.328
O  -2.648  1.360  -2.258
C  -1.574  2.296  -2.206
C  -1.505  2.713  -3.702
C  -4.759  0.251  -1.009
H  -0.695  1.742  -1.843
H  -1.620  3.074  -1.474
H  -1.058  1.935  -4.221
H  -0.682  3.364  -3.799
H  -2.332  2.928  -4.141
H  -5.368  0.684  -0.146
H  -4.399  -0.842  -0.994
H  -5.250  0.402  -1.835
C  4.165  2.669  1.011
C  3.636  2.961  2.390
O  3.516  4.431  2.308
C  4.019  4.912  1.208
O  4.148  6.067  0.870
O  4.233  3.900  0.422
H  3.599  1.906  0.499
H  5.226  2.127  1.047
H  4.298  2.712  3.170
H  2.476  2.778  2.576
C  2.796  -0.665  3.780
C  1.878  0.281  4.573
O  2.638  0.603  5.758
C  3.817  0.024  5.834
O  4.571  0.012  6.751
O  3.933  -0.801  4.735
H  2.936  -0.408  2.943
H  2.355  -1.614  3.806
H  1.168  -0.225  4.804
H  1.568  1.200  4.284
C  -1.936  -2.178  1.546
C  -0.696  -1.904  2.423
O  -0.888  -2.492  3.641
C  -1.956  -3.214  3.665
O  -2.424  -3.736  4.679
O  -2.550  -3.157  2.469
H  -1.852  -2.508  0.505
H  -2.548  -1.526  1.664
H  -0.313  -0.959  2.591
H  0.053  -2.653  2.024

***

# 3
The following is a DFT calculation (ωB97M-V with the def2-TZVPD basis set) of 5 unconnected molecules or ions with the total composition C15H28O15.

Atoms and positions in Å:
C  -0.911  -0.287  -2.442
O  -0.249  0.122  -1.257
C  -0.478  -0.384  -0.029
O  -1.327  -1.236  0.354
O  0.395  0.204  0.765
C  0.078  0.196  2.119
H  -0.556  -1.273  -2.743
H  -0.821  0.465  -3.225
H  -1.930  -0.612  -2.227
H  0.955  -0.144  2.671
H  -0.722  -0.450  2.481
H  -0.197  1.215  2.391
C  -4.001  -0.868  -8.013
O  -3.359  -1.509  -6.863
C  -2.590  -0.846  -6.033
O  -1.977  -1.418  -5.113
O  -2.471  0.448  -6.358
C  -1.707  1.325  -5.575
H  -4.465  -1.605  -8.669
H  -3.301  -0.294  -8.619
H  -4.756  -0.133  -7.732
H  -1.777  2.316  -6.023
H  -0.635  1.214  -5.744
H  -2.087  1.176  -4.565
C  4.570  -6.541  2.359
O  4.121  -5.320  1.952
C  4.159  -4.314  2.797
O  4.764  -4.282  3.832
O  3.598  -3.262  2.127
C  3.552  -1.948  2.566
H  4.919  -6.557  3.391
H  5.261  -7.017  1.664
H  3.754  -7.259  2.448
H  4.482  -1.499  2.217
H  3.364  -1.787  3.628
H  2.877  -1.322  1.984
C  -1.746  3.478  2.594
O  -2.246  2.746  1.441
C  -3.403  2.042  1.461
O  -4.254  2.091  2.315
O  -3.283  1.167  0.451
C  -4.296  0.165  0.159
H  -2.279  3.270  3.521
H  -2.069  4.509  2.449
H  -0.677  3.351  2.764
H  -5.214  0.586  -0.251
H  -4.632  -0.123  1.156
H  -3.905  -0.677  -0.412
O  1.024  3.083  5.310
C  1.797  3.151  4.338
O  1.684  2.473  3.224
C  2.869  2.445  2.445
C  3.454  3.699  2.886
O  2.945  3.838  4.192
H  3.424  1.530  2.649
H  2.599  2.478  1.389
H  3.155  4.576  2.312
H  4.520  3.608  3.091

***

# 4
The following is a DFT calculation (ωB97M-V with the def2-TZVPD basis set) of a molecular structure, C15H29AgAsN3O7PS.

Charge   -1

Atoms and positions in Å:
Ag  0.384  -0.843  -0.146
C  -0.680  2.737  0.902
C  -0.682  2.244  -0.558
N  -1.307  0.950  -0.749
C  -2.645  0.736  -0.246
C  -2.806  -0.557  0.589
N  -1.624  -0.943  1.335
C  -1.436  -0.356  2.656
C  -1.388  1.170  2.688
N  -0.332  1.803  1.938
H  -1.666  3.147  1.147
H  -0.006  3.603  0.919
H  0.349  2.147  -0.905
H  -1.148  3.049  -1.158
H  -1.163  0.575  -1.676
H  -3.385  0.692  -1.057
H  -2.926  1.598  0.358
H  -3.025  -1.374  -0.096
H  -3.681  -0.422  1.248
H  -1.556  -1.949  1.394
H  -0.503  -0.757  3.054
H  -2.251  -0.653  3.342
H  -1.325  1.432  3.757
H  -2.356  1.565  2.362
H  0.467  1.201  1.734
O  1.640  -1.835  3.214
As  2.620  -1.413  1.759
O  4.170  -1.582  2.224
O  1.971  0.045  1.271
C  1.928  -2.935  0.659
C  1.383  -3.987  1.402
C  0.906  -5.138  0.796
C  0.971  -5.271  -0.580
C  1.516  -4.245  -1.335
C  1.986  -3.081  -0.736
S  2.732  -1.870  -1.856
O  3.230  -2.647  -2.974
O  3.706  -1.191  -1.039
O  1.592  -1.012  -2.259
H  2.158  -1.551  3.975
H  1.341  -3.889  2.478
H  0.503  -5.937  1.406
H  0.623  -6.179  -1.060
H  1.624  -4.337  -2.409
C  -1.863  -4.457  -2.963
P  -1.669  -2.667  -3.111
C  -0.319  -2.402  -4.279
C  -3.178  -2.122  -3.951
O  -1.492  -1.993  -1.796
H  -2.001  -4.921  -3.940
H  -2.717  -4.689  -2.326
H  -0.963  -4.857  -2.495
H  0.038  -3.345  -4.693
H  0.492  -1.908  -3.737
H  -0.632  -1.757  -5.100
H  -3.334  -2.663  -4.885
H  -3.097  -1.057  -4.169
H  -4.033  -2.278  -3.294

***

The following frontier orbital gap values (in eV) correspond, in order, to the records above: 7.23; 7.68; 10.98; 7.53.
The following energy values (in hartree) correspond, in order, to the records above: -3092.15292; -2793.46056; -1716.87594; -4402.32655.
The following ΔE to the lowest compared entry with this formula, charge and spin values (in kJ/mol) correspond, in order, to the records above: 83.30; 368.14; 0.00; 94.84.